ORCA calculation (ωB97M-V/def2-TZVPD) on C18H58GaN20O11 as an isolated structure in a non-equilibrium geometry.

The geometry in XYZ format:
```
108
Properties=species:S:1:pos:R:3:forces:R:3:mulliken_charge:R:1
H 2.510218 0.958758 6.258178 -0.334 -0.217 -0.057 0.2308
H 2.192297 8.339077 -0.026956 -0.221 -0.070 -0.097 0.1615
H 0.754761 3.166007 0.739046 0.135 0.256 0.002 -0.4080
N 4.221178 -2.069800 4.804878 -0.673 0.068 0.044 -0.1663
C -2.078853 5.710805 -3.396574 0.544 -0.371 0.445 0.6261
H -0.331881 -0.839218 5.280204 0.180 0.053 -0.149 0.1397
C 1.587130 -0.156942 4.852771 -0.061 0.179 -0.645 0.7937
H 4.803019 -10.646571 8.919100 -0.078 0.148 -0.129 0.1600
H 1.118995 -1.078926 -1.011068 0.843 0.112 2.554 0.0189
C -8.159300 3.680015 -0.939246 0.041 -0.645 0.452 0.6216
H 4.565250 -5.634217 6.757999 0.074 -0.177 -0.204 0.1782
H 0.522987 8.769895 0.200130 0.304 -0.202 -0.230 0.2159
H -3.932113 5.829522 -4.335795 0.145 -0.184 0.087 0.1275
N 0.430720 -0.805436 4.624913 -0.866 -0.862 -0.545 -0.4162
H -5.311796 -0.321128 -3.014034 0.114 1.413 1.436 0.2716
N -1.764000 6.949762 -3.815483 0.735 1.061 -0.483 -0.3696
N -8.281543 4.870659 -1.553388 -0.500 1.675 -0.378 -0.3607
N 1.656500 0.458917 6.046730 0.550 0.870 1.235 -0.4185
N 4.819619 -6.536429 6.377610 -0.788 0.547 0.782 -0.2609
C 4.960044 -2.530091 5.830472 -0.016 0.156 -0.753 0.6316
H -2.373664 7.525727 -4.371166 0.109 -0.142 0.180 0.1176
H -2.115595 3.005475 -1.521416 -0.715 -0.962 2.234 -0.0794
N -2.378822 0.766600 -7.010027 -1.262 0.596 -1.041 -0.3492
H 1.859249 -3.813902 -1.164920 0.332 0.020 -0.067 0.2356
N 2.089854 8.264126 -2.518946 0.835 -0.073 -1.223 -0.3936
O -5.354857 0.487515 -2.416447 0.628 -1.107 -0.885 -0.5907
C -3.999496 0.776442 -1.922020 1.587 1.055 0.384 0.0937
O -1.971737 0.444228 -4.817610 -0.092 -0.140 -0.251 -0.5591
H 0.337275 -1.282525 3.737669 -0.006 0.241 0.154 0.2544
H -0.215561 -0.441709 -7.304422 -0.056 0.077 0.215 0.1370
H 3.005337 8.047300 -2.162596 -0.231 -0.074 -0.058 0.1649
H 3.359249 -1.593159 5.035699 0.551 -0.106 -0.448 0.0350
C -2.523588 2.559953 -0.496867 -0.555 -0.505 0.304 -0.1919
O 2.499434 -0.129639 4.041886 0.010 0.140 0.196 -0.7043
H -2.601402 3.448102 0.293746 0.122 -1.798 -1.850 0.2955
H 3.932574 -12.218103 7.476970 -0.081 0.176 -0.100 0.1573
H 5.688934 -8.644230 5.363783 -0.069 0.199 -0.011 0.1392
C 3.460044 -4.750834 -0.370147 -0.620 0.397 0.894 0.6467
O 3.232981 -9.273791 6.530852 0.045 0.245 -0.251 -0.6758
N 1.291017 8.550786 -0.420762 -0.181 0.336 1.303 -0.4104
Ga 0.483689 1.805795 -0.065135 0.047 -0.579 0.116 0.1022
H 1.981708 -2.051989 0.547735 -0.634 1.986 -1.063 0.0699
H -2.122094 0.662636 -7.977236 -0.001 0.066 0.223 0.1401
H -4.647057 2.895117 -1.325788 0.871 -1.973 1.234 0.0055
H 1.939047 8.261689 -3.519345 0.107 -0.081 0.427 0.2126
H 2.085417 0.393729 1.911574 -1.162 -1.112 -2.122 0.2287
O -8.641976 3.450940 0.158536 -0.208 0.075 0.230 -0.6865
O -1.322347 5.029681 -2.722521 -0.137 0.139 -0.080 -0.5513
O -5.609288 3.218907 -5.625757 -0.053 0.294 -0.022 -0.6573
C -1.563889 1.400729 0.154133 -0.652 0.363 0.187 -0.4250
C 6.029178 -6.637538 5.797630 -0.098 0.733 0.212 0.5827
H -3.240751 1.243241 -6.779206 0.340 -0.088 -0.064 0.1951
O 3.128263 -4.612915 0.796676 0.125 -0.157 -0.071 -0.6326
C -1.639956 0.306309 -5.984433 -0.154 0.153 1.220 0.5677
H 0.616966 4.080553 -2.543252 2.018 -1.743 -0.037 0.0726
O -0.068979 8.822359 -2.196430 -0.189 0.138 -0.227 -0.7062
H -3.571496 4.355644 -3.486476 0.042 0.299 -0.185 0.0913
H 0.915737 0.447681 6.727431 0.161 -0.027 -0.170 0.1430
N 2.721178 -4.290543 -1.395741 -1.068 0.401 -0.791 -0.3526
N -7.461959 2.762432 -1.633070 0.215 -0.989 -0.260 -0.2228
H -0.857227 7.309786 -3.548027 -0.403 0.161 0.141 0.1395
H 6.679756 -3.516506 6.207439 -0.297 -0.076 -0.520 0.2286
H -3.322116 1.193246 -2.807892 -1.336 -1.065 1.761 0.0224
H -5.203478 1.135671 -4.363983 -0.023 -0.083 0.057 0.1580
H 4.167239 -7.298835 6.450744 -0.073 -0.132 -0.153 0.1820
H 4.543965 -8.957134 8.599106 0.006 -0.327 -0.053 0.2333
H -3.517577 -0.214764 -1.511787 -0.916 2.095 -0.648 0.2333
H 2.121855 1.162284 -2.098761 -1.985 1.218 0.152 0.2325
H -6.038180 0.911812 -7.758105 -0.012 0.170 0.122 0.1632
H 4.477906 -2.173764 3.837669 -0.156 0.102 0.146 0.1433
C -5.672565 2.087616 -6.080458 0.039 0.184 0.873 0.5438
C -4.064998 1.997011 -0.802574 0.518 -0.047 -0.937 -0.4798
H -7.891272 5.078255 -2.457103 -0.015 -0.083 0.187 0.1656
N 4.594297 -5.375548 -0.734772 1.576 -0.944 -0.026 -0.4001
H 0.336040 1.232437 -2.697424 1.459 1.419 0.976 -0.0240
C 1.033573 8.562344 -1.741074 -0.353 -0.029 0.037 0.7720
H -8.799358 5.589725 -1.065168 0.263 -0.301 -0.212 0.2101
C 1.567459 -1.049153 0.090424 0.040 3.069 2.606 -0.3422
N 6.314611 -7.858283 5.309719 0.894 -1.369 -0.731 -0.3376
H 4.884439 -5.498852 -1.690136 -0.070 0.069 0.209 0.1444
O 4.628263 -2.392172 6.997295 -0.215 -0.050 0.944 -0.7352
N 6.094297 -3.154805 5.465847 1.151 0.040 0.379 -0.3392
H 2.492280 3.735676 -2.113329 -2.186 -0.952 -0.840 0.1974
O 6.804868 -5.697905 5.720344 0.577 -0.376 -0.002 -0.6596
H 1.765501 3.154321 -3.760793 -0.432 0.574 1.956 0.2621
H -4.608639 1.617492 0.166106 0.991 0.866 -1.850 0.3081
H 2.977906 -4.394507 -2.362950 -0.023 0.077 0.236 0.1573
N 3.553756 -11.469356 6.921916 -0.413 -1.211 -0.746 -0.4217
H -1.731849 0.356495 -0.349471 0.012 1.803 1.140 0.0951
C 1.504917 3.299353 -2.617412 -0.013 -0.289 -0.787 -0.6409
H -1.738618 1.380992 1.334949 0.060 -0.309 -2.510 0.1298
C 1.124695 1.811149 -2.030399 1.000 -0.253 -1.086 -0.1654
H 6.384439 -3.278109 4.510483 -0.148 -0.102 0.250 0.1546
H -5.486509 0.051320 -5.693562 0.046 0.192 0.004 0.1811
N -5.439279 0.990907 -5.337117 0.206 -0.460 0.559 -0.2059
H 3.027927 -11.694122 6.087427 0.194 0.060 0.329 0.2267
N -0.505703 -0.318405 -6.349058 1.314 -0.883 -0.024 -0.4208
N -5.981262 1.836363 -7.365453 -0.334 0.244 -1.826 -0.3943
H -7.346418 1.852479 -1.206428 0.190 0.315 -0.250 0.1252
H -6.164307 2.634383 -7.959629 0.058 -0.338 0.217 0.2422
N 4.408950 -9.925412 8.338803 0.610 0.689 0.988 -0.3735
C 3.701960 -10.165935 7.219847 -0.123 0.326 -0.060 0.6670
C 1.539862 0.244011 0.877426 0.338 -3.774 -2.455 -0.2070
H 0.079756 -0.680106 -5.607466 -0.171 0.222 -0.239 0.2573
N -3.295167 5.283326 -3.780749 -1.317 -0.879 -0.149 -0.2537
H -7.057031 2.932426 -2.538247 0.056 -0.090 0.163 0.1165
H 7.215434 -7.977437 4.864895 -0.401 0.067 0.184 0.2062
H 5.179756 -5.737249 0.006819 -0.236 0.175 -0.316 0.2257
```
Forces are in eV/Å.

* LUMO: 1.5 eV
* total charge: -1
* HOMO: -3.7 eV
* Kohn-Sham gap: 5.212 eV